A structure of composition C49H62N8O2P2Si2Ta. Source: the Open Molecules 2025 dataset; level of theory: ωB97M-V/def2-TZVPD.

```
126
Properties=species:S:1:pos:R:3:lowdin_charge:R:1
Ta 0.085 0.155 -0.048 1.87
P -1.944 0.261 -2.288 0.72
P 0.389 -1.626 -2.341 0.70
Si 3.201 -1.518 -1.294 0.42
Si -1.746 3.189 -1.547 0.40
O -3.252 1.594 2.245 0.11
O -0.964 2.508 3.479 0.12
N 2.503 -2.641 3.198 -0.15
N 0.930 -1.232 4.059 -0.16
N -1.290 1.489 -1.448 -0.36
N -1.074 1.097 1.633 -0.01
N 1.669 1.468 1.610 0.03
N 1.050 -1.548 1.717 0.08
N -1.915 -1.505 1.261 0.05
N 1.491 -1.101 -1.241 -0.39
C -4.081 -1.023 2.157 0.01
C 0.901 -6.178 -1.940 -0.07
C 1.447 1.761 -0.940 -0.22
C -4.105 0.756 -0.706 -0.12
C 1.778 -0.677 5.101 -0.04
C -1.814 1.603 -6.164 -0.06
C 0.705 -1.624 -6.397 -0.06
C -2.422 0.796 1.887 -0.47
C 4.028 -0.449 0.031 -0.19
C -1.557 1.496 -4.805 -0.09
C 4.086 -1.233 -2.937 -0.16
C -0.351 4.242 -2.290 -0.18
C -2.517 0.606 -6.822 -0.06
C 0.329 -1.929 -5.099 -0.11
C 3.478 3.032 1.607 -0.02
C 3.556 -3.334 -0.875 -0.17
C 2.639 4.048 2.046 -0.02
C 1.234 -4.210 -3.288 -0.09
C -2.930 -0.523 -6.129 -0.07
C -2.661 -0.639 -4.777 -0.14
C 1.316 3.739 2.305 0.01
C -3.289 3.447 -2.609 -0.15
C 0.884 2.440 2.064 -0.24
C -6.098 0.381 -2.554 -0.06
C 0.808 -1.163 -4.039 -0.31
C 3.452 -3.042 2.182 -0.06
C -0.464 -0.859 4.166 -0.02
C 1.391 -5.575 -3.088 -0.07
C 0.250 -5.413 -0.980 -0.07
C -4.781 0.117 -2.901 -0.07
C 2.954 1.766 1.413 -0.18
C 0.078 -4.057 -1.190 -0.11
C 0.555 -3.443 -2.347 -0.29
C 1.610 -0.057 -4.298 -0.11
C 1.471 -1.783 2.935 -0.42
C -4.414 -2.365 2.147 -0.03
C -3.758 0.305 -1.973 -0.26
C 1.986 0.244 -5.595 -0.06
C 1.545 -0.548 -6.644 -0.06
C -6.421 0.838 -1.285 -0.06
C 2.511 -3.486 4.384 -0.04
C -1.997 0.385 -4.099 -0.31
C -5.415 1.016 -0.347 -0.06
C -2.231 -2.795 1.296 -0.13
C -2.817 -0.644 1.723 -0.24
C -3.452 -3.276 1.740 -0.03
C -2.060 3.885 0.172 -0.14
C -1.114 -1.126 -1.584 -0.47
C -0.513 2.064 2.446 -0.50
H 4.528 -3.401 -0.379 0.04
H 3.604 -1.768 -3.756 0.03
H -5.636 1.387 0.646 0.11
H -3.462 -1.314 -6.643 0.11
H -0.329 -2.766 -4.905 0.11
H -3.283 2.870 -3.533 0.02
H -2.492 4.885 0.078 0.05
H -0.425 -3.425 -0.470 0.05
H 4.443 0.462 -0.407 0.06
H 3.178 -3.998 1.722 0.09
H 1.584 0.396 5.187 0.10
H 5.102 -1.624 -2.839 0.05
H -7.446 1.081 -1.040 0.11
H 3.595 0.956 1.087 0.02
H 1.649 -3.752 -4.175 0.10
H -3.307 0.970 -0.027 0.05
H -1.030 2.284 -4.283 0.08
H 3.010 5.053 2.200 0.12
H 0.122 3.816 -3.177 0.02
H -3.365 4.502 -2.879 0.04
H -0.808 -1.108 5.173 0.10
H -2.971 -1.524 -4.230 0.12
H 4.527 3.215 1.419 0.12
H 2.633 1.090 -5.788 0.11
H 4.432 -3.163 2.648 0.11
H 0.338 -2.228 -7.216 0.11
H 1.851 -0.324 -7.658 0.11
H 0.435 4.435 -1.559 0.02
H 1.961 0.543 -3.469 0.08
H -4.769 -0.266 2.504 0.12
H 2.590 -4.532 4.076 0.09
H -2.749 3.288 0.770 0.02
H -2.731 0.702 -7.878 0.11
H 1.213 2.744 -0.525 0.01
H 1.566 -1.137 6.069 0.09
H -1.477 2.479 -6.703 0.11
H -5.392 -2.695 2.468 0.12
H 3.528 -2.280 1.412 0.03
H 0.615 4.464 2.694 0.13
H 4.865 -0.989 0.479 0.06
H -0.626 0.206 4.017 0.07
H 2.827 -0.821 4.856 0.09
H 3.612 -3.943 -1.776 0.03
H -4.568 -0.210 -3.907 0.08
H -3.632 -4.341 1.768 0.11
H 1.459 -2.211 1.065 0.02
H 2.504 1.557 -0.766 0.00
H 1.030 -7.241 -1.792 0.11
H -0.767 5.212 -2.574 0.04
H 4.163 -0.183 -3.218 0.03
H 1.589 -3.359 4.943 0.09
H 1.274 1.818 -2.014 -0.01
H 2.810 -3.792 -0.225 0.01
H 3.359 -3.258 5.035 0.09
H 3.332 -0.168 0.824 -0.02
H -1.040 -1.426 3.446 0.07
H -1.463 -3.488 0.981 0.09
H -6.876 0.245 -3.293 0.11
H -1.131 3.985 0.738 0.01
H -4.193 3.180 -2.059 0.03
H 1.909 -6.169 -3.830 0.11
H -0.118 -5.877 -0.074 0.11
```

Output
Net charge: +1
Energy relative to the best compared isomer or geometry (same formula, charge and spin) (kcal/mol): 66.63
Max |F| (Eh/bohr): 0.045